(1)
The following is a quantum chemistry calculation of a molecular structure, C4H10O2 in a non-equilibrium geometry, from the OMol25 dataset.

Calculated values
Gap between HOMO and LUMO   9.9 eV
Relative energy (zero: lowest compared OMol25 entry of this formula, charge and spin)   71.4 kcal per mole
Energy   -8402.45084 eV

Element x y z (Å)
C  0.7462  0.0995  1.5123
C  0.2934  0.9760  0.3715
O  1.3156  1.7411  -0.1071
O  -0.8748  1.6411  0.5133
H  0.9373  2.6024  -0.3374
H  1.6473  -0.4523  1.2520
H  -0.0464  -0.5844  1.8027
H  0.9602  0.7608  2.3550
C  -0.1422  -0.2358  -1.0553
C  -0.8826  -1.5355  -0.7673
H  -0.9164  -2.1714  -1.6553
H  -0.5605  0.3088  -1.9111
H  0.8925  -0.4330  -1.3292
H  -1.0652  0.7357  -0.2115
H  -1.9130  -1.3476  -0.4553
H  -0.3915  -2.1056  0.0227

***

(2)
The following is a quantum chemistry calculation of 2 unconnected molecules or ions with the total composition C4H10O2, from the OMol25 dataset.

Calculated values
SMILES   C/C(O)=C/O.C
Gap between HOMO and LUMO   8.9 eV
Relative energy (zero: lowest compared OMol25 entry of this formula, charge and spin)   38.3 kcal per mole
Energy   -8403.88829 eV

Element x y z (Å)
C  -1.6953  0.3577  -1.2351
C  -0.3241  -0.1683  -0.9714
O  -0.0020  -1.4679  -1.3821
C  0.7198  0.5889  -0.6315
O  1.9745  0.0934  -0.5965
H  -1.7603  0.6377  -2.2905
H  -1.8959  1.2508  -0.6341
H  -2.4869  -0.3700  -1.0346
H  -0.3419  -2.1158  -0.7492
H  0.6410  1.6157  -0.2898
H  1.8744  -0.8036  -0.9632
C  0.6618  0.0760  2.1573
H  0.0871  -0.1301  1.2512
H  -0.0455  0.1364  2.9799
H  1.3867  -0.7242  2.3139
H  1.2068  1.0233  2.0757

***

(3)
The following is a quantum chemistry calculation of a gas-phase ion, C4H10O2P (charge -1) in a non-equilibrium geometry, from the OMol25 dataset.

Calculated values
Net charge   -1
SMILES   C=[P@]([O-])(O)C(C)C
Gap between HOMO and LUMO   7.0 eV
Relative energy (zero: lowest compared OMol25 entry of this formula, charge and spin)   19.5 kcal per mole
Energy   -17694.52406 eV

Element x y z (Å)
C  2.4622  1.2417  -0.4973
P  1.4674  -0.0245  0.2054
O  1.6336  -0.2935  1.6451
O  1.9285  -1.2854  -0.7958
C  -0.3958  -0.2671  -0.0913
C  -1.2222  0.9282  0.4764
C  -1.0178  -1.6224  0.3116
H  2.5189  2.0229  0.4421
H  2.0066  1.6709  -1.3235
H  2.8983  -1.2538  -0.6539
H  -0.6433  -0.1215  -1.2326
H  -1.0044  1.1820  1.5662
H  -0.8604  1.7742  -0.0190
H  -2.3346  0.6540  0.1765
H  -1.0427  -1.6688  1.3579
H  -0.4228  -2.3450  -0.0029
H  -1.9644  -1.8227  -0.0708

***

(4)
The following is a quantum chemistry calculation of a gas-phase ion, C4H10O2PS (charge -1) in a non-equilibrium geometry, from the OMol25 dataset.

Calculated values
Net charge   -1
SMILES   CCP(CC)#S(=O)[O-]
Gap between HOMO and LUMO   7.1 eV
Relative energy (zero: lowest compared OMol25 entry of this formula, charge and spin)   115.3 kcal per mole
Energy   -28528.00240 eV

Element x y z (Å)
C  0.1378  -2.6130  -0.6456
C  0.5811  -1.1575  -0.0952
P  -0.4166  0.0901  -0.9460
C  -0.0499  1.6112  0.1272
C  1.4049  2.0168  0.2838
S  -2.3779  -0.4646  0.2308
O  -2.1502  0.4024  1.7497
O  -3.3779  0.1813  -0.6191
H  -0.8690  -2.5111  -0.5072
H  0.5215  -2.5144  -1.6406
H  0.4811  -3.4647  -0.1893
H  1.6103  -1.0658  -0.2657
H  0.5034  -0.9921  1.0112
H  -0.5724  2.4194  -0.5158
H  -0.7280  1.7741  1.0316
H  1.6165  3.1284  0.4671
H  1.7347  1.3532  1.1537
H  1.9505  1.8063  -0.6305

***

(5)
The following is a quantum chemistry calculation of a single C4H10O2S molecule in a non-equilibrium geometry, from the OMol25 dataset.

Calculated values
SMILES   CO[C@@](C)(O)SC
Gap between HOMO and LUMO   9.4 eV
Relative energy (zero: lowest compared OMol25 entry of this formula, charge and spin)   52.3 kcal per mole
Energy   -19238.72111 eV

Element x y z (Å)
C  -1.4606  1.6129  0.4330
O  -1.5490  0.2236  0.5725
C  -0.3624  -0.5404  0.0563
C  -0.6054  -2.0827  0.3581
O  -0.2253  -0.3778  -1.3532
S  1.1705  -0.0088  0.9037
C  2.4138  0.5138  -0.3122
H  -0.8650  2.0139  1.2867
H  -2.4598  1.8863  0.8411
H  -1.1159  1.9774  -0.5455
H  -1.3864  -2.1072  1.1167
H  0.2633  -2.4226  0.7978
H  -0.7584  -2.4837  -0.6299
H  -1.0429  -0.1802  -1.7048
H  3.4456  0.5894  -0.0002
H  2.1093  1.5453  -0.6467
H  2.4286  -0.1592  -1.1734

***

(6)
The following is a quantum chemistry calculation of 2 unconnected molecules or ions with the total composition C4H10O2S in a non-equilibrium geometry, from the OMol25 dataset.

Calculated values
SMILES   O=CCCCS.O
Gap between HOMO and LUMO   9.8 eV
Relative energy (zero: lowest compared OMol25 entry of this formula, charge and spin)   40.8 kcal per mole
Energy   -19239.22240 eV

Element x y z (Å)
O  -2.1390  -1.0154  -1.5849
C  -1.5398  0.0317  -1.7153
C  -0.7051  0.4898  -0.5450
C  -1.1090  -0.2045  0.7717
C  -0.0414  -0.1393  1.9142
S  1.3130  -1.1640  1.1771
H  -1.3868  0.4679  -2.7302
H  -0.7800  1.6140  -0.4962
H  0.3245  0.3155  -0.8491
H  -2.0380  0.2325  1.1107
H  -1.2997  -1.2540  0.5257
H  -0.2903  -0.6595  2.8132
H  0.0065  0.9447  2.1630
H  2.2909  -0.7935  2.0988
O  2.1415  0.4823  -1.8656
H  2.6434  -0.3165  -1.6246
H  2.6093  0.9685  -1.1637

***

Which value of gap between HOMO and LUMO does entry 1 give? 9.9 eV

***

Which of these has the highest relative energy (zero: lowest compared OMol25 entry of this formula, charge and spin)? C4H10O2PS

***

Look up the gap between HOMO and LUMO of the third one. 7.0 eV

***

The highest energy belongs to which entry? number 1